Computed, not measured: C67H135AsF6N8O3 as an isolated structure in a non-equilibrium geometry, with wB97M-V/def2-TZVPD.

```
220
C67H135AsF6N8O3, DFT wB97M-V/def2-TZVPD
C -6.0337 -3.6699 -4.3022
N -6.2102 -2.9149 -5.6029
C -7.1831 -3.2606 -6.5274
C -7.2010 -2.6752 -7.7618
C -6.2198 -1.6983 -8.1075
C -5.2424 -1.3630 -7.1735
C -5.2846 -1.9632 -5.9073
C -6.1265 -1.1480 -9.4604
C -4.8609 -1.0261 -10.1080
C -4.7881 -0.2643 -11.2970
N -5.8446 0.3298 -11.8928
C -7.0753 0.1098 -11.3905
C -7.2143 -0.5994 -10.1409
C -5.6053 1.1461 -13.1139
H -7.0460 -3.8185 -3.9266
H -5.5776 -3.0238 -3.5521
H -5.3297 -4.4725 -4.5220
H -7.7789 -4.0914 -6.1793
H -7.8517 -3.0386 -8.5434
H -4.4915 -0.6152 -7.3817
H -4.4568 -1.7846 -5.2370
H -3.9523 -1.4438 -9.7001
H -3.8584 -0.3121 -11.8445
H -7.9264 0.5440 -11.8941
H -8.1831 -0.6648 -9.6681
H -4.6719 1.6646 -12.8948
H -6.4138 1.8745 -13.1775
H -5.3893 0.4985 -13.9636
C -5.3283 6.5221 -0.5786
C -5.4203 6.8282 -2.0888
C -4.9312 8.2043 -2.4368
C -5.9304 9.3767 -2.2473
N -5.2605 10.7859 -2.2121
C -4.2837 10.9699 -1.0706
C -4.3365 12.5076 -0.6843
C -5.4620 13.0571 -1.4954
C -6.2530 11.9005 -1.9775
C -4.4462 11.0631 -3.5337
H -5.8304 5.6053 -0.2696
H -5.7836 7.3224 0.0047
H -4.2913 6.3459 -0.2928
H -6.4549 6.5823 -2.3284
H -4.8200 6.0301 -2.5257
H -4.7064 8.2500 -3.5024
H -3.9610 8.3813 -1.9725
H -6.4917 9.2245 -1.3254
H -6.6478 9.4145 -3.0671
H -3.2495 10.6610 -1.2226
H -4.6944 10.3525 -0.2717
H -3.4372 13.0565 -0.9636
H -4.4870 12.8802 0.3290
H -5.1915 13.7155 -2.3208
H -6.0438 13.7836 -0.9281
H -6.8294 12.1243 -2.8751
H -6.8431 11.5551 -1.1285
H -5.1816 11.3055 -4.3008
H -3.8905 10.2040 -3.9095
H -3.7278 11.8628 -3.3534
C 2.6694 -4.1733 10.4247
C 3.1604 -3.2582 9.2836
C 3.1044 -1.7751 9.6585
C 3.8066 -0.9499 8.5564
N 3.9517 0.5277 8.9893
C 2.6189 1.2418 9.3025
C 2.7246 2.6933 8.8123
C 4.1295 2.8494 8.2019
C 4.5868 1.4059 7.8734
C 4.9160 0.7279 10.1808
H 2.8497 -5.2403 10.2932
H 1.5978 -4.0841 10.6030
H 3.2839 -3.9041 11.2838
H 2.4395 -3.3529 8.4715
H 4.1706 -3.5025 8.9553
H 3.7194 -1.5840 10.5378
H 2.0793 -1.4527 9.8412
H 3.3058 -0.9251 7.5887
H 4.8530 -1.2143 8.4038
H 2.5093 1.1698 10.3845
H 1.8437 0.6857 8.7753
H 2.6065 3.3436 9.6791
H 1.9630 3.0197 8.1042
H 4.8211 3.2429 8.9469
H 4.1021 3.4898 7.3203
H 5.6755 1.4481 7.8396
H 4.1580 1.0243 6.9468
H 4.9819 1.7866 10.4315
H 5.8992 0.3618 9.8853
H 4.5431 0.1934 11.0546
C 1.0552 6.5517 -1.8521
C 2.0703 6.0642 -2.8811
C 1.4845 5.8355 -4.2519
C 2.5081 5.4320 -5.3034
N 1.9391 5.3506 -6.7095
C 1.6321 6.7407 -7.2202
C 1.9179 6.6970 -8.7282
C 2.4690 5.3005 -9.0732
C 2.9159 4.7025 -7.6719
C 0.6819 4.4495 -6.7291
H 0.6634 7.5144 -2.1804
H 1.6482 6.6113 -0.9394
H 0.2587 5.8299 -1.6716
H 2.3447 5.1257 -2.3994
H 2.9802 6.6429 -3.0395
H 0.8932 6.7183 -4.4952
H 0.7179 5.0717 -4.1214
H 2.9168 4.4624 -5.0189
H 3.3654 6.1044 -5.2720
H 0.6832 7.1937 -6.9329
H 2.4004 7.4281 -6.8662
H 1.1409 6.9091 -9.4627
H 2.6631 7.4572 -8.9624
H 1.8472 4.6618 -9.7005
H 3.3925 5.3670 -9.6485
H 2.9705 3.6206 -7.5510
H 3.8898 5.0143 -7.2948
H 0.9731 3.4734 -6.3412
H 0.3437 4.2819 -7.7517
H -0.1537 4.9422 -6.2320
C -4.1661 -5.9382 5.8134
C -5.0812 -5.8842 7.0638
C -5.1447 -4.6008 7.9441
C -5.6646 -3.3392 7.1694
N -5.7729 -2.0403 8.0142
C -4.4862 -1.5964 8.7765
C -4.9822 -0.7715 9.9184
C -6.2515 -1.4384 10.4093
C -6.7993 -2.1806 9.1819
C -6.2550 -0.9633 7.0337
H -3.7845 -6.9489 5.6689
H -3.2396 -5.3710 5.9015
H -4.6783 -5.5820 4.9196
H -4.7156 -6.7283 7.6485
H -6.0761 -6.1731 6.7249
H -4.1834 -4.4412 8.4326
H -5.7676 -4.8098 8.8138
H -6.6363 -3.5981 6.7488
H -5.0654 -3.0208 6.3164
H -3.8289 -1.0623 8.0904
H -3.9548 -2.4790 9.1322
H -5.3522 0.2059 9.6089
H -4.1988 -0.6282 10.6626
H -7.0174 -0.7023 10.6535
H -6.1601 -2.1064 11.2658
H -7.7264 -1.8794 8.6944
H -6.9825 -3.2337 9.3953
H -5.4936 -0.7415 6.2860
H -6.3382 -0.1068 7.7027
H -7.2166 -1.2298 6.5952
C 8.9771 2.9362 -1.1289
C 8.0276 1.6265 -0.9732
C 8.6628 0.4214 -0.3589
C 7.8015 -0.8976 -0.3672
N 8.5039 -2.1066 0.3102
C 9.9549 -2.3542 -0.2373
C 10.2040 -3.8449 0.0401
C 8.8077 -4.5397 0.0041
C 7.7888 -3.4423 0.0908
C 8.5245 -1.8539 1.7716
H 9.3410 3.2227 -0.1422
H 8.4753 3.8008 -1.5634
H 9.8052 2.6152 -1.7609
H 7.7287 1.3726 -1.9902
H 7.0958 1.8633 -0.4597
H 8.8247 0.7884 0.6546
H 9.6319 0.2285 -0.8189
H 7.5403 -1.2585 -1.3620
H 6.9034 -0.6753 0.2089
H 10.6127 -1.6622 0.2885
H 9.9661 -2.0764 -1.2912
H 10.6122 -3.9295 1.0472
H 11.0126 -4.2857 -0.5430
H 8.6766 -5.1765 0.8789
H 8.6005 -5.0473 -0.9380
H 6.9953 -3.5768 0.8258
H 7.2557 -3.3748 -0.8575
H 7.4429 -1.7525 1.8602
H 9.1282 -0.9599 1.9283
H 9.0174 -2.7081 2.2358
C 3.9266 -9.3916 3.0106
C 2.7230 -8.9778 2.1831
C 2.6846 -9.5124 0.7060
C 1.4237 -9.0324 -0.0672
N 1.3680 -9.5197 -1.5716
C 2.5761 -9.0430 -2.4158
C 2.0084 -8.8736 -3.8641
C 0.4757 -8.8749 -3.7536
C 0.1757 -8.7800 -2.2239
C 1.1023 -11.0620 -1.5999
H 4.0902 -10.4567 2.8471
H 3.8145 -9.3203 4.0925
H 4.8385 -8.7976 2.9491
H 2.6443 -7.8906 2.1894
H 1.8439 -9.3642 2.6988
H 2.8059 -10.5954 0.7275
H 3.5362 -9.1261 0.1460
H 1.4932 -7.9526 -0.1991
H 0.4795 -9.3585 0.3691
H 3.4845 -9.6253 -2.2614
H 2.8615 -8.0229 -2.1590
H 2.3648 -9.6905 -4.4915
H 2.4245 -7.9799 -4.3292
H -0.0285 -9.7292 -4.2052
H 0.0853 -8.1266 -4.4432
H -0.7911 -9.2473 -2.0370
H 0.1037 -7.7346 -1.9238
H 0.1667 -11.2382 -1.0691
H 2.0072 -11.5220 -1.2027
H 0.9812 -11.3684 -2.6389
As -0.7259 -1.3693 1.8720
F 1.0256 -1.7395 1.7718
F -0.6944 -0.7779 0.1462
F -2.5424 -1.0575 1.8990
F -0.7362 -1.9777 3.6199
F -0.2513 0.3246 2.4124
F -1.1356 -3.0527 1.2559
O 1.3585 -2.9806 -4.6993
C 1.7417 -2.2700 -5.7330
O 2.7951 -1.7059 -5.6640
O 0.9692 -2.1363 -6.6859
H 1.9749 -2.5477 -4.1042
```

spin multiplicity: 1
charge: +6
gap between HOMO and LUMO: 1.8234 eV
LUMO level: -11.03 eV
energy above the lowest of the compared OMol25 structures with the same formula, charge and spin: 17.65 kJ/mol

---

Computed, not measured: one molecule with the formula C5H9N in a non-equilibrium geometry, with wB97M-V/def2-TZVPD.

```
15
C5H9N, DFT wB97M-V/def2-TZVPD
C -0.3894 1.4883 -0.3396
C -0.4825 0.1112 0.3216
C -0.8653 -0.9926 -0.6769
C 0.8334 -0.2145 1.0753
C 1.8108 -0.7881 0.1462
N 2.4475 -1.2639 -0.6989
H -0.1844 2.2646 0.4071
H -1.3353 1.7392 -0.8292
H 0.4029 1.5317 -1.0962
H -1.2572 0.1720 1.0975
H -1.6683 -0.6423 -1.3371
H -1.2073 -1.9021 -0.1665
H -0.0188 -1.2722 -1.3164
H 0.6638 -0.9257 1.8909
H 1.2501 0.6945 1.5222
```

spin multiplicity: 1
gap between HOMO and LUMO: 12.3312 eV
LUMO level: 0.89 eV
energy above the lowest of the compared OMol25 structures with the same formula, charge and spin: 12.61 kJ/mol

---

Computed, not measured: a 4-piece molecular cluster, C4H10N2 overall in a non-equilibrium geometry, with wB97M-V/def2-TZVPD.

```
16
C4H10N2, DFT wB97M-V/def2-TZVPD
C 1.9197 -1.4969 1.2940
C 0.6143 -1.0232 0.5227
C -0.2430 1.7455 -1.3812
C -1.8116 0.1786 -0.1645
H 2.3164 -0.5083 1.6646
H 1.5893 -2.1661 2.1796
H 2.5204 -2.1258 0.6693
H -0.3110 -1.5588 0.7290
H -1.1422 2.9749 -0.8339
H -0.5514 1.4398 -2.7951
H 1.2686 1.9272 -0.8981
H -1.7345 -0.0219 1.0349
H -2.5701 0.9354 -0.4514
H -2.1063 -0.7760 -0.5980
N 0.7234 -0.0272 -0.2356
N -0.4821 0.5028 -0.7364
```

spin multiplicity: 1
gap between HOMO and LUMO: 8.6268 eV
LUMO level: 0.58 eV
energy above the lowest of the compared OMol25 structures with the same formula, charge and spin: 767.64 kJ/mol

---

Computed, not measured: a 2-piece molecular cluster, C7H19N2P overall in a non-equilibrium geometry, with wB97M-V/def2-TZVPD.

```
29
C7H19N2P, DFT wB97M-V/def2-TZVPD
C -1.4582 -4.0533 0.2770
C -1.7866 -1.7225 0.8639
C -2.8001 -2.3948 -1.3380
C 1.6587 3.6129 1.7404
C 1.1522 2.4148 -1.6724
C 1.6915 -0.0705 0.0842
C -2.0296 -2.6560 -0.0811
N 2.0101 2.4084 1.0959
N 0.1616 2.0869 -0.6623
P 0.6498 1.3926 0.7606
H -1.1096 -3.9327 1.3178
H -2.0663 -4.9409 0.0703
H -0.4227 -4.0834 -0.3348
H -2.0104 -0.6870 0.9179
H 2.5658 1.7909 1.6848
H -1.4762 -2.0845 1.7780
H -3.7003 -3.0851 -1.5914
H -3.0607 -1.3440 -1.2179
H -2.0913 -2.5289 -2.2947
H 2.5927 4.2098 1.8829
H 1.1060 3.3393 2.7013
H 0.9671 4.3354 1.0667
H 2.2293 2.6517 -1.2476
H 1.2570 1.6257 -2.2491
H 0.8067 3.2924 -2.2805
H 1.7154 -1.0040 0.6449
H 1.4255 -0.5175 -0.9266
H 2.7440 0.2650 0.0787
H -0.7214 1.6795 -1.0688
```

spin multiplicity: 1
gap between HOMO and LUMO: 8.8961 eV
LUMO level: 0.87 eV
energy above the lowest of the compared OMol25 structures with the same formula, charge and spin: 63.12 kJ/mol

---

Computed, not measured: a 3-piece molecular cluster, C2H11N2O2 overall in a non-equilibrium geometry, with wB97M-V/def2-TZVPD.

```
17
C2H11N2O2, DFT wB97M-V/def2-TZVPD
C 0.5021 -1.5129 0.3754
N 0.0348 -0.2169 1.0074
C -0.8537 -0.1446 1.9801
N -1.0166 0.9584 2.8107
H 1.5174 -1.7920 0.7213
H -0.3675 -2.2034 0.2825
H 0.3416 -1.3095 -0.6932
H 0.1258 0.7511 0.6376
H -0.9943 -1.2076 2.3089
H -0.6812 1.7913 2.4489
H -1.9574 0.8820 3.2373
H 1.0902 0.2298 -3.9438
H 2.3913 -0.1328 -3.2355
O 1.4157 -0.1047 -3.1240
H -1.3326 1.2738 -1.5765
H 0.1812 1.2927 -2.0004
O -0.3969 1.4455 -1.2368
```

spin multiplicity: 1
charge: +1
gap between HOMO and LUMO: 11.2359 eV
LUMO level: -3.87 eV
energy above the lowest of the compared OMol25 structures with the same formula, charge and spin: 186.67 kJ/mol

---

Computed, not measured: C32H52AsF6N6O4S2 as an isolated structure in a non-equilibrium geometry, with wB97M-V/def2-TZVPD.

```
103
C32H52AsF6N6O4S2, DFT wB97M-V/def2-TZVPD
As 0.3095 -0.1106 0.3361
F 1.2098 1.4140 0.9247
F 0.7786 0.5058 -1.3136
F -0.4513 -1.5142 -0.3919
F 0.1253 -0.6153 2.0590
F -1.2330 0.8177 0.3996
F 1.8949 -0.8841 0.2954
C 1.6534 2.2335 -5.3946
C 1.9241 0.7888 -5.4942
C 2.4844 0.2998 -4.1924
C 2.4015 -1.1329 -3.9639
N 2.3811 -2.2166 -3.7097
H 1.1488 2.5270 -4.4741
H 1.0448 2.6791 -6.1815
H 2.6255 2.7144 -5.2863
H 2.4431 0.5505 -6.4226
H 1.0194 0.1852 -5.5672
H 1.9859 0.7588 -3.3386
H 3.5338 0.5115 -3.9873
C 4.1357 2.6129 1.2199
C 3.9360 2.8262 -0.3165
C 4.5539 4.0783 -0.8402
C 4.3980 4.3331 -2.2677
N 4.2730 4.4829 -3.4518
H 3.6867 1.6773 1.5534
H 3.6780 3.5489 1.5402
H 5.1618 2.6022 1.5875
H 2.8813 2.7986 -0.5902
H 4.3314 1.8718 -0.6641
H 5.6026 3.9062 -0.5979
H 4.3565 5.0541 -0.3965
C -1.8432 4.1100 -1.5733
C -1.8613 2.9192 -2.5258
C -3.2529 2.3929 -2.8761
C -4.2723 3.4600 -3.1738
N -5.0745 4.2286 -3.5107
H -1.0760 4.7829 -1.9565
H -1.5646 3.6928 -0.6056
H -2.7814 4.6404 -1.4106
H -1.1888 2.2684 -1.9670
H -1.3326 3.1330 -3.4548
H -3.6535 1.6935 -2.1423
H -3.2760 1.7444 -3.7520
C -1.7745 -3.9601 1.2609
C -2.3335 -5.3413 0.9977
C -3.6923 -5.3562 1.5538
S -4.3756 -3.6279 1.4007
O -4.5977 -3.0684 2.7268
O -5.4300 -3.6669 0.4269
C -2.7911 -2.9597 0.7109
H -0.8973 -3.9390 0.6143
H -1.5024 -3.8344 2.3089
H -1.7461 -6.2103 1.2941
H -2.4860 -5.5157 -0.0674
H -3.8089 -5.7065 2.5794
H -4.3535 -6.0318 1.0112
H -2.8270 -1.9000 0.9637
H -2.6929 -2.9167 -0.3738
C -0.6334 -0.1726 5.8101
C 0.1903 0.9026 5.0314
C 1.6689 0.3790 4.9913
S 1.9680 -0.5207 6.5917
O 2.6338 0.2007 7.6393
O 2.2932 -1.9218 6.3534
C 0.2051 -0.5760 7.0942
H -0.8079 -1.0624 5.2053
H -1.5975 0.2758 6.0498
H 0.0130 1.8440 5.5515
H -0.2803 1.0548 4.0601
H 2.4161 1.1399 4.7659
H 1.7614 -0.3710 4.2058
H 0.1151 0.3379 7.6814
H 0.0785 -1.3139 7.8864
N 3.2493 -4.9076 -0.7027
C 2.0471 -4.2980 -0.9954
C 1.0811 -5.1856 -1.5443
C 1.7909 -6.4391 -1.5814
C 3.0524 -6.2387 -0.9899
H 4.1150 -4.4934 -0.3881
H 1.9757 -3.2233 -0.9161
H 0.0883 -4.9589 -1.9041
H 1.3264 -7.3423 -1.9487
H 3.9030 -6.8857 -0.8342
N -1.4971 -0.4427 -4.1181
C -2.1896 -1.3024 -3.2015
C -3.3500 -1.6982 -3.9045
C -3.2829 -0.9336 -5.1235
C -2.2512 -0.1049 -5.2445
H -0.5927 -0.0713 -3.8647
H -1.6373 -1.5200 -2.2993
H -4.1091 -2.4211 -3.6443
H -4.0281 -0.9239 -5.9052
H -1.9325 0.5927 -6.0049
N -0.1070 3.3937 2.9307
C -1.5082 3.2764 2.8637
C -2.1798 4.0263 3.8545
C -1.1124 4.6338 4.5611
C 0.1370 4.0591 4.0513
H 0.4556 2.8053 2.3328
H -1.9644 2.6746 2.0916
H -3.2395 4.1189 4.0410
H -1.1974 5.1527 5.5045
H 1.1445 4.1252 4.4346
```

spin multiplicity: 2
charge: -2
gap between HOMO and LUMO (alpha / beta): 2.7492 / 7.6912 eV
LUMO level (alpha / beta): 4.10 / 4.06 eV